1) Below is a cluster of 2 separate species, C15H22N2O4 in total, with properties calculated with ωB97M-V with the def2-TZVPD basis set.

Kohn-Sham gap ... 0.2658 hartree
Spin multiplicity ... 1
LUMO ... -1.41 eV
Charge ... 0

Each line ends with the Löwdin charge.
CARTESIAN COORDINATES (ANGSTROEM)
H: -1.85128 3.42624 -0.68617  0.108
C: 2.54623 -2.79042 -2.45427  0.003
H: 3.47826 -2.51613 -1.85259  0.125
H: 0.89318 3.34648 2.18302  0.174
H: 1.99493 -0.28029 -1.88596  0.043
H: 0.26509 -0.59030 2.37622  0.066
H: -3.32544 3.03500 2.35115  0.139
C: -1.25186 3.58943 1.56947  -0.547
H: -2.82873 4.94255 2.17620  0.124
H: -0.89189 4.53406 1.54125  0.105
C: -0.06733 1.54903 3.07879  -0.050
C: 2.63482 -3.99915 -3.30917  -0.033
H: -0.33046 2.42245 0.02346  0.036
H: -1.23326 -0.66761 0.14738  0.137
H: 0.43303 0.11100 -2.10774  0.131
C: -1.48076 0.97358 3.57504  -0.399
H: -2.15901 3.92358 3.42684  0.095
N: -0.40605 -1.46590 0.30013  -0.030
H: -1.83004 1.88532 0.50170  0.073
C: 1.24774 -2.08832 -2.54744  -0.228
C: -1.33914 2.89067 0.18688  -0.016
H: -0.65193 -4.13683 -4.51232  0.128
O: 1.41274 1.77417 0.16982  -0.154
N: 0.42653 0.30457 2.12845  0.107
H: 2.24786 -6.57078 -3.81307  0.356
H: -0.49070 3.71044 3.30937  0.119
O: -2.16545 0.52488 2.58123  0.081
O: -1.65228 0.74378 4.90423  -0.025
C: 1.56729 -4.33949 -4.21906  -0.408
C: 0.28466 -3.66956 -4.01856  0.002
C: 0.78494 -0.83647 -0.06108  -0.372
C: -0.26122 3.02148 2.44897  -0.152
O: 1.60195 -5.57148 -4.72397  -0.103
H: -0.82409 -1.95059 -2.86022  0.101
H: 0.57715 1.58088 3.91462  0.115
C: 1.03200 0.51665 0.83712  -0.137
H: -0.71554 -2.37799 -0.51206  0.209
H: 1.68788 -1.46413 0.22035  0.139
H: -1.63252 0.48192 1.65894  0.139
C: 0.06711 -2.48200 -3.19675  -0.057
C: -2.41415 3.84001 2.31036  -0.132
H: 3.51157 -4.60219 -3.46025  0.086
C: 1.10818 -0.72855 -1.70032  -0.097

---

2) Below is the molecule C15H22N2O4, with properties calculated with ωB97M-V with the def2-TZVPD basis set.

Kohn-Sham gap ... 0.3711 hartree
SMILES ... O=C([C@H](CO)NC(=O)[C@H]1C[C@@]2(C1)C[C@]21CC1)N1CCCO1
Spin multiplicity ... 1
LUMO ... 0.57 eV
Charge ... 0

Each line ends with the Löwdin charge.
CARTESIAN COORDINATES (ANGSTROEM)
H: -3.14051 1.42920 -1.05714  0.116
C: 1.76623 -0.62425 -0.43170  -0.213
H: -2.17601 -0.81551 -0.69124  0.141
H: -2.19371 -0.12696 2.28218  0.120
C: -1.95120 -0.10339 0.10314  -0.180
C: 2.30475 -1.09992 -1.77914  -0.388
H: -5.67384 -0.42717 1.09786  0.107
H: -5.66952 0.93587 -0.12378  0.107
H: 5.89178 -1.07424 -1.11415  0.104
H: 2.04994 0.40191 -0.20492  0.150
C: -2.76313 -0.40370 1.39366  -0.038
O: 1.81896 -2.07697 -2.30993  0.103
O: 3.81589 -0.83808 -3.53138  -0.057
C: -2.75661 1.21479 -0.06054  -0.037
H: 6.40661 0.08343 -2.35028  0.107
C: 5.03189 -1.45475 -3.07979  -0.149
C: -5.23260 0.50745 0.77097  0.010
N: 0.32470 -0.68848 -0.51334  0.121
H: 1.82103 -1.22260 1.61695  0.127
H: 1.92251 -2.56808 0.44426  0.132
H: -3.15263 -1.41565 1.49969  0.115
H: 4.79996 -2.44509 -2.68104  0.122
H: -4.03140 1.61181 3.89629  0.100
C: -4.89035 1.69690 3.24244  -0.063
H: -5.83802 1.43252 3.69338  0.099
C: -4.88817 2.83288 2.22597  -0.063
C: -0.46586 0.06262 0.29451  -0.448
H: -2.18380 2.06556 0.31088  0.120
C: 5.57268 -0.51728 -1.99259  -0.116
H: 5.67453 -1.54836 -3.95153  0.122
C: -3.74236 0.68929 0.97792  -0.342
C: 4.35186 0.36663 -1.67382  -0.111
O: 3.68245 -1.48121 0.70527  -0.051
N: 3.25657 -0.30899 -2.36898  -0.037
C: 2.26047 -1.55270 0.67292  -0.178
H: 4.15427 0.43516 -0.61081  0.104
H: 4.00527 -2.05016 1.40923  0.096
C: -4.69803 1.43140 1.80288  -0.379
O: 0.00034 0.82756 1.12440  0.064
H: -4.02790 3.49039 2.21486  0.100
H: -5.83415 3.31282 2.01131  0.099
H: -0.06385 -1.34868 -1.16847  0.140
H: 4.46098 1.36402 -2.09640  0.124

---

3) Below is the molecule C15H22N2O4, with properties calculated with ωB97M-V with the def2-TZVPD basis set.

Kohn-Sham gap ... 0.3092 hartree
SMILES ... COC(=O)CCCCCNc1ccc(C(=O)OC)cc1N
Spin multiplicity ... 1
LUMO ... 0.76 eV
Charge ... 0

Each line ends with the Löwdin charge.
CARTESIAN COORDINATES (ANGSTROEM)
O: 4.08434 1.56580 -2.11520  0.110
H: -0.63429 -3.12254 0.92729  0.086
H: 2.14672 -0.27786 -4.20862  0.122
C: -4.92784 1.25285 5.97337  -0.057
H: 2.18906 -1.88234 -3.47840  0.117
C: -2.85338 -0.23530 3.36345  -0.145
H: 4.13859 -1.09394 -2.04270  0.128
C: 2.40061 -0.82594 -3.29829  -0.189
H: -0.14112 0.21933 -3.35241  0.116
O: -4.27963 1.03277 4.73354  -0.052
H: -3.72114 1.48671 2.43485  0.114
C: -1.36993 -1.54924 1.97757  -0.253
C: 1.54289 -0.32548 -2.13853  -0.211
C: -1.54178 -0.62454 0.91973  -0.209
C: -2.41042 0.44974 1.10400  -0.017
N: -0.87521 -0.86544 -0.26122  0.018
H: -0.00602 -1.36229 -0.12576  0.107
H: 5.89435 2.79974 -3.50925  0.096
C: -3.06026 0.64483 2.30665  -0.022
C: 0.05285 -0.39365 -2.47023  -0.192
H: -0.50402 -3.26408 2.58275  0.088
H: -0.22901 -1.42137 -2.71052  0.117
O: -3.36688 -0.81938 5.61109  0.100
H: -4.19255 1.35930 6.77436  0.096
N: -0.48992 -2.62726 1.79750  0.087
H: 5.69856 2.60243 -5.27931  0.092
C: -2.01029 -1.33467 3.17897  0.035
H: -1.87109 -2.01945 4.00291  0.123
C: -0.82951 0.10783 -1.32872  -0.220
H: -5.50294 2.16853 5.85906  0.091
O: 4.84640 1.14380 -4.17691  -0.040
H: 1.76257 -0.92924 -1.25502  0.115
C: -3.49988 -0.06800 4.67141  -0.459
C: 4.27991 0.79315 -3.01601  -0.516
H: -5.58560 0.41439 6.21424  0.096
H: -1.85066 0.25129 -1.69741  0.120
H: 1.81501 0.70489 -1.90461  0.110
H: -2.56832 1.15150 0.30080  0.099
H: 4.48002 -1.17501 -3.79222  0.119
H: -0.45247 1.08029 -0.97677  0.128
C: 3.90264 -0.66915 -3.01907  -0.093
H: 4.32674 3.14661 -4.26483  0.097
C: 5.21287 2.51039 -4.31154  -0.050

---

4) Below is the molecule C15H22N2O4, with properties calculated with ωB97M-V with the def2-TZVPD basis set.

Kohn-Sham gap ... 0.3249 hartree
SMILES ... CC(C)C[C@H](NC(=O)[C@@H](N)Cc1ccc(O)cc1)C(=O)O
Spin multiplicity ... 1
LUMO ... 0.48 eV
Charge ... 0

Each line ends with the Löwdin charge.
CARTESIAN COORDINATES (ANGSTROEM)
H: -5.67868 -0.67265 0.91028  0.113
H: 2.77081 0.56497 2.87661  0.112
O: 1.64820 2.63871 -1.98061  0.140
C: 3.34957 -1.77946 0.30225  -0.071
H: -5.60828 2.67832 1.32419  0.087
H: 1.99769 4.26401 -0.66574  0.169
C: 1.93410 1.18388 -0.09782  -0.216
C: 3.39431 0.79199 0.26738  -0.053
H: -1.73620 -0.39062 -2.76081  0.109
C: -2.65467 -0.34620 -0.76827  -0.243
C: 0.23181 -0.51836 -0.46497  -0.500
H: -3.29813 2.81552 0.58651  0.137
H: 0.17162 -1.76891 -2.26703  0.151
H: 2.86932 -1.26576 3.15664  0.082
C: 2.60453 -0.49892 2.38802  -0.100
H: 4.15668 -1.73049 -0.48853  0.100
O: -0.16670 -0.54619 0.69117  0.040
H: -1.03665 -2.73937 0.25464  0.122
H: -3.81406 -2.04954 -0.23712  0.114
H: -2.42379 -1.77536 -2.26196  0.108
H: 1.45426 -0.50233 2.23516  0.086
C: -2.56593 0.97218 -0.44290  -0.051
C: -1.81522 -0.97471 -1.88021  -0.088
H: 0.34693 -3.35131 -0.61280  0.085
H: 3.69193 0.51319 -0.78448  0.133
C: 3.52959 -0.54998 1.20342  -0.397
C: -3.87685 -0.97132 -0.39794  -0.017
C: -0.48937 -1.55522 -1.38171  -0.337
C: -3.54009 1.72605 0.29197  0.000
C: -4.74085 1.10715 0.60752  -0.317
H: 3.73480 1.71191 0.72530  0.109
H: 1.30477 1.37739 0.81288  0.169
N: -0.51880 -2.79849 -0.68481  0.036
H: 2.30256 -1.73711 -0.07245  0.061
H: 3.42562 -2.68579 0.84685  0.059
H: 1.21224 0.49788 -1.97720  0.162
H: -1.58859 1.31246 -0.69740  0.098
H: 4.51188 -0.60463 1.56757  0.100
O: -5.73791 1.73407 1.35980  0.032
C: 1.95628 2.47226 -0.85694  -0.574
C: -4.77692 -0.28506 0.44946  -0.013
O: 2.28731 3.48771 -0.09960  0.129
N: 1.18088 0.24814 -0.97633  0.133

---

What are the relative energies? In kcal/mol: 1) 318.6; 2) 103.7; 3) 0.0; 4) 56.6.